This record from OMol25 describes one molecule with the formula C13H19NO3S. The level of theory is the ωB97M-V functional and the def2-TZVPD basis.

Properties
- Largest force on an atom: 0.6 eV/Å
- Charge: 0
- E_LUMO: 0.70 eV
- HOMO-LUMO gap: 9.24 eV
- HOMO level: -8.5 eV
- Relative energy (zero: lowest compared OMol25 entry of this formula, charge and spin): 37.6 kJ/mol
- Structure (SMILES): CSCC[C@H](CO)NC(=O)OCc1ccccc1

Positions of all 37 atoms, in Å:
1 C -6.5532 -0.9239 0.1033
2 S -4.8364 -1.3749 0.4723
3 C -4.0261 -0.3755 -0.8309
4 C -2.5129 -0.4456 -0.7294
5 C -1.9846 0.0545 0.6230
6 C -2.4170 1.5094 0.9205
7 O -2.4595 2.3427 -0.1976
8 N -0.5352 -0.0947 0.6860
9 C 0.3513 0.6039 -0.0519
10 O 0.1083 1.5695 -0.7426
11 O 1.5881 0.0918 0.1041
12 C 2.6346 0.7852 -0.5878
13 C 3.9366 0.1290 -0.2286
14 C 4.6487 0.5479 0.8875
15 C 5.8346 -0.0745 1.2350
16 C 6.3177 -1.1235 0.4714
17 C 5.6100 -1.5493 -0.6398
18 C 4.4240 -0.9269 -0.9873
19 H -6.6777 0.1491 0.2210
20 H -6.7995 -1.2288 -0.9102
21 H -7.1795 -1.4527 0.8138
22 H -4.3690 0.6526 -0.7238
23 H -4.3569 -0.7719 -1.7923
24 H -2.0873 0.1700 -1.5243
25 H -2.1807 -1.4766 -0.8718
26 H -2.3875 -0.5786 1.4185
27 H -3.4297 1.4962 1.3315
28 H -1.7423 1.9105 1.6921
29 H -1.5672 2.3390 -0.5918
30 H -0.1665 -0.9121 1.1451
31 H 2.6190 1.8388 -0.2877
32 H 2.4417 0.7306 -1.6653
33 H 4.2720 1.3657 1.4844
34 H 6.3831 0.2600 2.1032
35 H 7.2440 -1.6083 0.7417
36 H 5.9828 -2.3680 -1.2374
37 H 3.8721 -1.2606 -1.8538

Results of the natural (NBO) charge analysis, in e, for atoms 1 through 4: -0.730, 0.146, -0.513, -0.424